Computed, not measured: C20H27N2O3PSZn as an isolated structure, with the ωB97M-V functional and the def2-TZVPD basis.

```
55
Properties=species:S:1:pos:R:3:forces:R:3
C 1.605813 1.180898 -4.467686 -0.5 0.5 -0.1
C 0.784948 2.065417 -3.755870 0.3 -0.8 0.8
C 0.526662 1.823130 -2.379548 0.8 0.3 -1.1
C 1.138528 0.701564 -1.800919 -1.3 -1.1 0.2
C 1.626732 -0.339108 -2.607339 0.3 1.0 -0.8
C 1.972016 -0.049116 -3.934551 -0.1 -0.7 0.4
C -0.164910 2.893734 -1.574060 -0.2 0.5 0.7
C -1.734585 3.017565 -1.606266 -0.2 0.3 -0.4
N -2.535740 1.829409 -1.632824 0.8 -1.1 0.5
Zn 2.156738 0.727045 -0.085798 -0.2 0.5 1.1
C 1.944781 -1.684701 -1.992835 0.6 0.1 0.4
P 0.869458 -2.154035 -0.571912 -0.5 0.7 -0.9
H 0.415359 2.981753 -4.208342 0.1 -0.1 -0.1
H 2.569871 -0.774060 -4.502090 -0.3 0.3 0.0
H 1.937950 1.462413 -5.457915 -0.1 -0.1 -0.1
H 2.977529 -1.722050 -1.603777 -0.1 0.0 -0.1
H 1.834919 -2.500668 -2.733115 -0.1 0.2 0.4
H 0.112212 2.798053 -0.513218 0.0 -0.1 -0.4
H 0.216546 3.874576 -1.916630 -0.2 -0.3 0.2
H -2.041816 3.563600 -0.696009 0.3 0.1 -0.5
C 1.289982 -3.870444 -0.213147 0.0 -0.1 0.3
C -0.813631 -2.076362 -1.230187 -0.4 0.1 0.2
H -2.027328 3.638002 -2.479714 0.2 0.0 0.3
C -2.759624 1.154608 -2.875649 -0.2 0.4 -0.2
C -3.342322 1.464554 -0.498628 -0.1 0.2 0.1
H 0.907826 -1.392698 0.679745 0.5 -0.8 -1.8
H -3.621858 1.581064 -3.418908 0.0 -0.2 -0.1
H -1.887582 1.263728 -3.529701 -0.1 -0.2 0.1
H -2.963081 0.086439 -2.716778 0.1 0.2 0.0
H -4.315566 1.982632 -0.487771 -0.1 -0.1 0.0
H -3.556979 0.382063 -0.485587 0.2 0.3 0.0
H -2.838776 1.729942 0.441021 0.0 -0.2 -0.2
H -1.019270 -2.980300 -1.817815 0.1 0.1 0.2
H -1.541977 -1.991103 -0.407314 0.2 -0.1 -0.3
H -0.909925 -1.193359 -1.882544 0.2 -0.2 0.4
H 1.484727 -4.391320 -1.162998 -0.1 0.2 0.3
H 2.195244 -3.900408 0.406460 -0.2 0.0 -0.1
H 0.460799 -4.359660 0.315321 0.3 0.1 -0.1
H 0.678060 -0.878206 1.936661 0.0 1.2 1.8
O 2.401542 -1.012350 4.165617 -0.4 -0.1 0.5
S 1.059886 -0.509300 4.308904 -0.4 1.2 -1.1
O 0.066366 -1.249287 5.036476 0.5 0.0 -0.2
N 0.477664 -0.184225 2.694097 0.0 -2.4 0.3
C 0.505178 1.135188 2.378492 -0.5 2.2 0.1
O 0.695237 1.553695 1.191862 -0.1 -0.5 0.2
C 0.533263 1.964631 3.568057 0.8 -0.4 -1.9
C 0.591983 3.369898 3.545439 0.1 0.3 0.7
C 1.045422 4.038885 4.678200 -0.3 -0.5 -0.5
C 1.481320 3.316198 5.800400 -0.1 -0.2 0.1
C 1.448370 1.918460 5.791846 0.1 -0.3 0.3
C 0.977605 1.248222 4.669895 0.1 -0.2 1.0
H 0.306880 3.895517 2.643710 0.0 0.0 0.0
H 1.083899 5.122874 4.685037 0.0 -0.1 0.0
H 1.845304 3.860250 6.670510 -0.1 -0.3 -0.1
H 1.803828 1.340196 6.643746 0.0 0.2 -0.1
```
Forces are in eV/Å.

Summary:
energy above the lowest of the compared OMol25 structures with the same formula, charge and spin	19.7	kcal per mole
spin multiplicity	1

Atom charges from the Löwdin analysis, given in e for atoms 1 to 4: atom 1 (C): -0.09, atom 2 (C): -0.05, atom 3 (C): -0.26, atom 4 (C): -0.23


Computed, not measured: one molecule with the formula C20H27N5O3, with the ωB97M-V functional and the def2-TZVPD basis.

```
55
Properties=species:S:1:pos:R:3:forces:R:3
C -1.458951 -3.851479 0.930956 0.2 0.0 -0.2
C -1.006318 -3.407964 -0.456589 -0.3 0.0 0.1
C -1.730945 -2.163599 -0.980681 0.3 -0.1 -0.1
C -1.358631 -1.909326 -2.439979 -0.2 0.0 0.2
C -1.486736 -0.892898 -0.124475 -0.4 -0.2 0.0
N -2.389362 0.158434 -0.527735 0.3 0.2 -0.2
C -3.465019 0.495576 0.225710 0.2 -0.1 -0.3
O -3.842609 -0.151005 1.175064 -0.2 -0.1 0.4
O -4.027286 1.609210 -0.267415 0.1 0.1 -0.1
C -5.232652 2.148968 0.326062 -0.5 0.2 0.3
C -4.973943 2.549406 1.778417 0.1 -0.2 -0.2
C -5.542611 3.382529 -0.522786 0.2 -0.4 0.1
C -6.371050 1.133463 0.231934 0.3 0.0 0.0
C -0.061838 -0.359360 -0.268336 -0.2 -0.1 0.3
O 0.213084 0.546970 -1.024532 0.2 0.2 -0.2
N 0.836992 -1.002064 0.531786 -0.3 -0.2 0.1
N 2.173901 -0.845656 0.657989 0.6 0.0 0.1
C 2.853175 -0.001040 -0.013849 -0.8 0.2 -0.3
C 4.286618 0.087992 0.195668 0.8 0.2 -0.1
C 4.932639 -0.756868 1.133441 0.2 0.0 0.1
C 6.276875 -0.681669 1.341521 -0.2 0.0 0.0
C 7.052085 0.250016 0.617282 -0.4 0.4 -0.4
N 8.382467 0.325990 0.823236 0.3 -0.1 0.1
C 9.045838 1.207901 0.124510 -0.1 -0.2 0.1
C 8.413560 2.053252 -0.811369 -0.2 0.0 -0.1
N 7.128765 2.004568 -1.034738 0.0 0.2 -0.2
C 6.412718 1.103134 -0.327432 0.4 -0.4 0.5
C 5.024234 1.004103 -0.522783 -0.4 -0.4 0.2
H -0.993459 -4.799908 1.189210 0.0 -0.1 0.1
H -1.198378 -3.130154 1.702320 0.0 0.1 0.2
H -2.537992 -3.982900 0.950179 -0.1 0.0 0.1
H -1.214132 -4.221014 -1.156182 0.1 0.0 0.0
H 0.073935 -3.247126 -0.471214 0.0 -0.1 -0.1
H -2.809093 -2.348977 -0.922387 0.0 0.1 0.1
H -1.881159 -1.036781 -2.821670 0.0 0.1 -0.1
H -1.631276 -2.766386 -3.051395 0.0 -0.1 -0.1
H -0.288745 -1.741575 -2.543501 0.1 0.0 -0.1
H -1.715479 -1.120116 0.922623 0.1 0.0 -0.1
H -2.036653 0.820906 -1.204111 -0.1 0.0 0.1
H -5.856019 3.033602 2.187851 -0.1 0.1 0.0
H -4.134720 3.239821 1.831194 0.1 0.1 0.0
H -4.744238 1.669902 2.373455 0.0 0.0 0.1
H -6.439821 3.870874 -0.154576 -0.1 0.0 0.1
H -4.712459 4.082361 -0.478785 0.1 0.1 0.0
H -5.694414 3.092764 -1.559085 0.0 0.0 -0.1
H -7.290665 1.579158 0.600448 -0.1 0.1 0.0
H -6.514987 0.829023 -0.802640 -0.1 0.0 -0.1
H -6.139248 0.255402 0.828250 -0.1 0.0 0.0
H 0.490735 -1.717203 1.159146 0.0 0.2 -0.2
H 2.428299 0.676283 -0.749726 -0.2 -0.1 0.1
H 4.320868 -1.460034 1.675950 0.0 -0.1 0.1
H 6.781792 -1.317664 2.051916 0.0 -0.1 0.1
H 10.112587 1.261517 0.297126 0.1 0.1 -0.1
H 8.978604 2.778398 -1.382031 0.1 0.0 0.0
H 4.561096 1.661221 -1.243225 -0.1 0.1 -0.1
```
Forces are in eV/Å.

Summary:
energy above the lowest of the compared OMol25 structures with the same formula, charge and spin	50.4	kcal per mole
SMILES	CC[C@H](C)[C@H](NC(=O)OC(C)(C)C)C(=O)N/N=C/c1ccc2nccnc2c1
spin multiplicity	1

Atom charges from the Löwdin analysis, given in e for atoms 1 to 4: atom 1 (C): -0.09, atom 2 (C): -0.23, atom 3 (C): -0.32, atom 4 (C): -0.05